Density functional theory data (wB97M-V/def2-TZVPD) for a molecular structure, C42H53BrN4O6P2Ru.

The expectation value of S² is 8.798. The HOMO-LUMO gap (spin up / spin down) is 6.732 / 5.988 eV. Its LUMO energy (spin up / spin down) is -2.1 / -4.5 eV. The calculation puts the energy above the lowest of the compared OMol25 structures with the same formula, charge and spin at 5.3 kcal/mol.

```
! RIJCOSX wB97M-V def2-TZVPD def2/J DEFGRID3
* xyz 1 6
Ru 0.448 0.412 1.709
C -3.607 -3.817 1.701
C -2.539 -4.328 2.425
C -1.331 -3.655 2.457
C -1.178 -2.437 1.781
C -2.249 -1.935 1.037
C -3.447 -2.629 1.003
N 0.028 -1.730 1.865
N 1.074 -2.485 2.124
C 2.274 -1.900 2.139
C 3.413 -2.707 2.357
C 4.660 -2.144 2.322
C 4.787 -0.770 2.070
C 3.646 -0.030 1.882
N 2.413 -0.556 1.919
H -4.558 -4.335 1.683
H -2.653 -5.254 2.977
H -0.490 -4.040 3.015
H -2.134 -0.989 0.520
H -4.278 -2.241 0.436
H 3.252 -3.760 2.534
H 5.541 -2.751 2.487
H 5.754 -0.289 2.027
H 3.712 1.036 1.698
C -0.799 3.959 -3.192
C -2.012 3.157 -3.603
C -2.378 3.386 -5.056
O -1.709 1.734 -3.446
P -2.023 0.982 -2.089
O -1.478 1.598 -0.866
C -1.357 -0.659 -2.487
P 0.327 -1.005 -1.876
O 0.753 -0.624 -0.514
O 1.169 -0.352 -3.048
C 2.631 -0.458 -2.999
C 3.107 -0.616 -4.427
C 3.209 0.768 -2.317
O 0.507 -2.569 -1.978
C 0.301 -3.329 -3.201
C 1.522 -4.204 -3.399
C -0.970 -4.146 -3.061
O -3.596 0.908 -1.958
C -4.624 0.314 -2.809
C -5.053 -1.021 -2.237
C -4.231 0.210 -4.271
H -1.009 5.027 -3.264
H 0.043 3.719 -3.846
H -0.543 3.720 -2.165
H -2.854 3.406 -2.952
H -1.576 3.009 -5.694
H -2.500 4.455 -5.237
H -3.306 2.886 -5.327
H -1.338 -0.757 -3.571
H -2.012 -1.416 -2.050
H 2.893 -1.347 -2.419
H 2.817 0.257 -5.015
H 2.674 -1.506 -4.887
H 4.194 -0.706 -4.445
H 2.902 1.673 -2.848
H 4.298 0.710 -2.325
H 2.869 0.826 -1.283
H 0.211 -2.630 -4.039
H 1.619 -4.894 -2.559
H 2.430 -3.601 -3.459
H 1.422 -4.779 -4.320
H -0.894 -4.797 -2.188
H -1.111 -4.762 -3.949
H -1.848 -3.508 -2.939
H -5.457 1.009 -2.712
H -4.325 -1.807 -2.456
H -6.011 -1.309 -2.670
H -5.178 -0.929 -1.162
H -3.380 -0.459 -4.407
H -3.976 1.183 -4.683
H -5.073 -0.193 -4.833
N 0.906 0.476 4.127
C 2.113 0.949 4.689
C 2.713 0.238 5.723
C 3.879 0.688 6.312
C 4.471 1.852 5.845
C 3.901 2.534 4.786
C 2.704 2.117 4.189
C 2.237 2.794 2.951
C 2.701 4.081 2.645
C 2.721 4.559 1.345
C 2.291 3.751 0.298
C 1.658 2.558 0.607
C 1.538 2.131 1.934
H 0.580 -0.365 4.579
H 0.180 1.176 4.132
H 2.244 -0.676 6.074
H 4.321 0.137 7.133
H 5.387 2.218 6.291
H 4.424 3.392 4.388
H 3.098 4.698 3.440
H 3.121 5.546 1.143
H 2.433 4.058 -0.730
H 1.273 1.930 -0.193
Br -5.857 1.189 3.851
C -4.014 1.141 3.425
C -3.215 0.151 3.973
C -1.889 0.070 3.581
C -1.351 0.949 2.634
C -2.151 2.003 2.193
C -3.482 2.092 2.569
H -3.623 -0.566 4.672
H -1.286 -0.709 4.024
H -1.743 2.763 1.541
H -4.104 2.897 2.200
*
```

=====

Density functional theory data (wB97M-V/def2-TZVPD) for 2 unconnected molecules or ions with the total composition C2H6O2S2.

The HOMO-LUMO gap is 9.784 eV. The structure (SMILES) is O=CO.CSS. Its LUMO energy is 0.6 eV. The calculation puts the energy above the lowest of the compared OMol25 structures with the same formula, charge and spin at 5.8 kcal/mol.

```
! RIJCOSX wB97M-V def2-TZVPD def2/J DEFGRID3
* xyz 0 1
O 3.866 -2.589 1.272
C 3.407 -1.863 0.445
O 2.139 -1.403 0.473
H 3.936 -1.478 -0.432
H 1.712 -1.967 1.148
C -0.843 0.358 0.910
S -1.062 0.776 -0.838
S -2.856 1.737 -0.828
H -0.637 -0.690 1.104
H -0.008 0.907 1.344
H -1.735 0.646 1.450
H -3.628 0.695 -1.132
*
```

=====

Density functional theory data (wB97M-V/def2-TZVPD) for 2 unconnected molecules or ions with the total composition C14H28N2O5 at a distorted geometry.

The HOMO-LUMO gap is 9.329 eV. The structure (SMILES) is CCCNC(=O)OCCN(CC)C(C)=O.CCOC(C)=O. Its LUMO energy is 0.6 eV. The calculation puts the energy above the lowest of the compared OMol25 structures with the same formula, charge and spin at 152.0 kcal/mol.

```
! RIJCOSX wB97M-V def2-TZVPD def2/J DEFGRID3
* xyz 0 1
C -5.291 1.653 0.595
C -5.723 2.216 -0.883
C -5.420 1.152 -2.120
N -4.623 -0.061 -1.699
C -3.131 0.122 -1.863
O -2.505 1.181 -2.379
O -2.262 -0.999 -1.381
C -2.209 -0.789 0.079
C -0.708 -0.271 0.607
N -0.292 0.997 -0.095
C 0.091 2.110 0.852
C -0.861 3.416 0.423
C 0.710 0.778 -1.200
C 2.022 -0.201 -1.178
O 0.532 1.515 -2.333
H -4.144 1.942 0.753
H -5.882 2.226 1.459
H -5.490 0.512 0.766
H -6.898 2.378 -0.858
H -5.174 3.257 -1.024
H -6.483 0.764 -2.500
H -4.969 1.762 -3.012
H -4.973 -0.947 -2.132
H -2.486 -1.801 0.648
H -2.953 0.092 0.345
H 0.002 -1.188 0.462
H -0.843 -0.148 1.787
H -0.145 1.910 1.981
H 1.209 2.500 0.704
H -0.529 4.409 0.948
H -1.998 3.131 0.619
H -0.761 3.504 -0.762
H 2.594 -0.250 -0.158
H 2.781 0.104 -2.049
H 1.635 -1.285 -1.492
C 6.948 -1.898 0.813
C 6.291 -2.521 2.030
O 4.985 -1.958 2.255
C 3.853 -2.374 1.643
C 3.965 -3.296 0.462
O 2.760 -1.947 2.003
H 6.376 -2.092 -0.098
H 7.959 -2.292 0.678
H 7.004 -0.810 0.924
H 6.244 -3.612 1.973
H 6.887 -2.284 2.918
H 3.937 -2.705 -0.456
H 3.112 -3.982 0.477
H 4.856 -3.919 0.469
*
```

=====

Density functional theory data (wB97M-V/def2-TZVPD) for a molecular structure, C28H37ClN4P2Re at a distorted geometry.

The expectation value of S² is 3.798. The HOMO-LUMO gap (spin up / spin down) is 5.855 / 3.048 eV. Its LUMO energy (spin up / spin down) is -6.8 / -9.6 eV. The calculation puts the energy above the lowest of the compared OMol25 structures with the same formula, charge and spin at 0.0 kcal/mol.

```
! RIJCOSX wB97M-V def2-TZVPD def2/J DEFGRID3
* xyz 2 4
Re 0.082 -0.837 -2.639
C -0.461 0.698 -1.261
C -1.507 0.553 -2.263
C -1.640 1.565 -3.364
C -0.536 1.540 -4.432
C 0.595 0.577 -4.149
C 1.606 0.777 -3.199
C 1.572 1.974 -2.284
C 0.418 1.942 -1.247
C 1.561 -1.308 -1.312
H -0.662 0.308 -0.258
H -2.435 0.074 -1.938
H -1.673 2.564 -2.921
H -2.599 1.392 -3.857
H -0.969 1.201 -5.395
H -0.210 2.574 -4.641
H 0.770 -0.238 -4.892
H 2.581 0.299 -3.339
H 1.460 2.904 -2.868
H 2.526 2.055 -1.738
H 0.865 2.012 -0.244
H -0.207 2.837 -1.385
H 1.202 -1.232 -0.272
H 2.464 -0.693 -1.443
H 1.801 -2.362 -1.528
P 1.439 -0.882 -6.642
P -2.339 0.054 -6.768
N 2.813 0.143 -6.936
N 2.003 -2.226 -7.624
N -2.393 1.557 -7.722
N -3.793 -0.627 -7.524
C 0.296 -0.155 -7.868
C -1.109 -0.809 -7.844
C 3.982 0.067 -6.158
C 4.949 0.859 -6.747
C 4.398 1.416 -7.951
C 3.083 0.956 -8.042
C 2.276 -3.483 -7.075
C 2.724 -4.318 -8.084
C 2.748 -3.554 -9.299
C 2.316 -2.274 -8.989
C -2.558 2.829 -7.156
C -2.349 3.792 -8.130
C -2.124 3.102 -9.372
C -2.130 1.737 -9.093
C -4.662 -0.228 -8.548
C -5.502 -1.282 -8.873
C -5.135 -2.388 -8.037
C -4.086 -1.976 -7.245
H 0.723 -0.290 -8.874
H 0.235 0.932 -7.688
H -1.535 -0.784 -8.860
H -1.049 -1.873 -7.540
H 3.988 -0.557 -5.279
H 5.954 1.016 -6.370
H 4.902 2.041 -8.663
H 2.331 1.152 -8.791
H 2.123 -3.621 -6.013
H 3.007 -5.353 -7.960
H 3.059 -3.909 -10.274
H 2.201 -1.405 -9.625
H -2.880 2.919 -6.126
H -2.331 4.856 -7.979
H -1.991 3.551 -10.345
H -2.006 0.905 -9.766
H -4.628 0.771 -8.966
H -6.288 -1.282 -9.631
H -5.586 -3.385 -8.017
H -3.496 -2.501 -6.502
Cl -0.681 -3.673 -2.455
C -1.156 -2.200 -1.634
H -2.220 -2.030 -1.811
H -0.943 -2.288 -0.566
*
```

=====

Density functional theory data (wB97M-V/def2-TZVPD) for a single C5H9NO2 molecule at a distorted geometry.

The HOMO-LUMO gap is 9.562 eV. The structure (SMILES) is CC(=C=O)[C@H](N)CO. Its LUMO energy is 0.8 eV. The calculation puts the energy above the lowest of the compared OMol25 structures with the same formula, charge and spin at 43.2 kcal/mol.

```
! RIJCOSX wB97M-V def2-TZVPD def2/J DEFGRID3
* xyz 0 1
C -0.694 1.854 -1.134
C -0.587 0.487 -0.509
C -1.579 -0.350 -0.511
O -2.513 -1.060 -0.541
C 0.726 0.063 0.114
N 1.468 -0.765 -0.800
C 0.439 -0.636 1.529
O -0.094 -1.930 1.432
H -1.684 2.003 -1.560
H -0.511 2.627 -0.389
H 0.047 1.953 -1.927
H 1.312 0.960 0.334
H 1.018 -1.669 -0.902
H 2.418 -0.913 -0.481
H 1.417 -0.768 2.002
H -0.163 0.018 2.173
H -1.020 -1.874 1.170
*
```

=====

Density functional theory data (wB97M-V/def2-TZVPD) for a single C25H31N3O6 molecule at a distorted geometry.

The HOMO-LUMO gap is 8.605 eV. The structure (SMILES) is CCOCCCNC(=O)[C@@H](c1ccccc1)N(Cc1ccc2c(c1)OCO2)C(=O)CNC(C)=O. Its LUMO energy is 0.7 eV. The calculation puts the energy above the lowest of the compared OMol25 structures with the same formula, charge and spin at 1.0 kcal/mol.

```
! RIJCOSX wB97M-V def2-TZVPD def2/J DEFGRID3
* xyz 0 1
C -1.839 -2.212 3.159
C -2.429 -3.089 2.058
O -1.605 -3.209 0.918
C -0.495 -4.079 1.053
C 0.181 -4.233 -0.310
C 0.959 -2.983 -0.712
N 0.065 -1.855 -0.810
C 0.190 -0.881 -1.722
O 1.085 -0.823 -2.538
C -0.897 0.214 -1.618
C -2.249 -0.327 -1.220
C -2.740 -1.455 -1.873
C -3.972 -1.983 -1.537
C -4.736 -1.389 -0.546
C -4.265 -0.256 0.093
C -3.031 0.275 -0.243
N -0.421 1.268 -0.730
C 0.015 0.857 0.588
C 1.460 0.420 0.649
C 1.846 -0.474 1.637
C 3.159 -0.922 1.759
C 4.068 -0.440 0.850
C 3.689 0.465 -0.143
C 2.397 0.912 -0.262
O 4.781 0.794 -0.896
C 5.853 0.037 -0.378
O 5.406 -0.713 0.732
C -0.365 2.524 -1.223
O -0.791 2.817 -2.326
C 0.191 3.639 -0.324
N -0.913 4.423 0.190
C -1.507 4.159 1.374
C -2.724 5.013 1.650
O -1.081 3.326 2.152
H -1.625 -1.217 2.775
H -0.923 -2.642 3.557
H -2.556 -2.122 3.970
H -3.352 -2.639 1.682
H -2.657 -4.088 2.456
H 0.225 -3.683 1.782
H -0.845 -5.059 1.412
H -0.590 -4.440 -1.053
H 0.864 -5.082 -0.268
H 1.737 -2.770 0.033
H 1.446 -3.116 -1.683
H -0.752 -1.907 -0.215
H -0.976 0.677 -2.612
H -2.148 -1.914 -2.650
H -4.338 -2.859 -2.050
H -5.697 -1.803 -0.280
H -4.859 0.221 0.859
H -2.686 1.169 0.256
H -0.618 0.022 0.897
H -0.166 1.663 1.309
H 1.107 -0.834 2.337
H 3.453 -1.617 2.528
H 2.124 1.591 -1.052
H 6.663 0.713 -0.063
H 6.232 -0.647 -1.156
H 0.783 3.277 0.514
H 0.807 4.285 -0.955
H -1.387 5.011 -0.479
H -3.079 4.818 2.658
H -2.477 6.067 1.551
H -3.513 4.770 0.940
*
```